# 1
Below is a structure of composition C34H18ClN8O2W, with properties calculated with wB97M-V/def2-TZVPD.

```
64
Properties=species:S:1:pos:R:3:mulliken_charge:R:1
W -0.44 0.31 -0.10 1.26
C 0.56 -4.30 -4.78 -0.41
C 1.19 -3.26 -5.48 -0.74
C 1.31 -1.97 -4.88 -0.27
C 1.01 -1.88 -3.57 0.46
C 0.94 -0.66 -2.69 0.47
N 0.45 -1.03 -1.56 -0.22
C 0.07 -2.32 -1.53 0.18
N -0.51 -3.10 -0.65 -0.47
C -0.87 -2.54 0.62 -0.24
C -1.56 -3.29 1.68 0.64
C -2.20 -4.53 1.70 0.06
C -2.92 -4.82 2.87 -0.59
C -2.98 -4.06 3.95 -0.61
C -2.47 -2.75 3.87 -0.55
C -1.62 -2.51 2.79 0.01
C -1.10 -1.22 2.46 0.41
N -0.96 -0.14 3.26 -0.43
C -0.28 0.92 2.93 0.47
N 0.13 1.19 1.68 -0.38
C 0.59 2.58 1.74 0.01
N 1.14 3.19 0.80 -0.35
C 1.53 2.67 -0.35 0.57
N 1.11 1.56 -0.89 -0.12
C 1.67 1.47 -2.14 0.13
N 1.54 0.44 -3.04 -0.46
C 2.53 2.64 -2.33 0.01
C 3.35 3.09 -3.48 -0.47
C 4.05 4.32 -3.18 -0.46
C 3.87 5.11 -2.02 -0.70
C 3.02 4.67 -1.00 -0.24
C 2.36 3.40 -1.19 0.56
C 0.33 3.11 3.06 0.74
C 0.62 4.30 3.56 -0.28
C 0.39 4.51 4.87 -0.57
C -0.39 3.61 5.66 -0.87
C -0.68 2.37 5.13 -0.23
C -0.21 2.08 3.81 0.02
N -0.56 -1.37 1.09 -0.33
C 0.48 -2.93 -2.87 0.40
C 0.13 -4.18 -3.45 -0.56
H 0.52 -5.27 -5.37 0.34
H 1.39 -3.35 -6.53 0.44
H 1.69 -1.32 -5.61 0.51
H -2.04 -5.03 0.74 0.55
H -3.38 -5.83 2.80 0.40
H -3.56 -4.49 4.81 0.41
H -2.36 -2.00 4.61 0.57
H 3.53 2.46 -4.33 0.53
H 4.80 4.80 -3.77 0.44
H 4.14 6.12 -2.17 0.44
H 2.88 5.22 -0.07 0.52
H 1.13 5.13 3.04 0.45
H 0.73 5.45 5.25 0.45
H -0.52 3.76 6.73 0.39
H -1.09 1.54 5.60 0.64
H -0.18 -5.10 -2.88 0.41
Cl -2.56 -0.87 -3.21 -0.13
C -3.34 -1.41 -1.71 -0.03
C -3.21 -0.41 -0.60 0.24
O -3.91 -0.49 0.38 -0.46
O -2.18 0.46 -0.67 -0.48
H -2.88 -2.39 -1.37 -0.01
H -4.29 -1.66 -2.05 0.53
```

Results
* E_HOMO: -0.628 hartree
* total energy: -65886.318 eV
* net charge: +3

# 2
Below is a structure of composition C34H20CaCl2N4O2S3, with properties calculated with wB97M-V/def2-TZVPD.

```
66
Properties=species:S:1:pos:R:3:mulliken_charge:R:1
Ca 0.29 -0.03 -1.28 1.79
S -0.54 5.67 0.07 -0.10
C -0.92 7.22 0.67 -0.39
C -1.61 7.14 1.85 -0.54
C -1.83 5.80 2.26 -0.44
C -1.31 4.88 1.39 0.29
C -1.34 3.41 1.48 0.88
C -0.76 2.61 0.48 -1.05
N -0.74 1.30 0.49 0.05
C -1.33 0.64 1.51 -0.66
C -1.95 1.33 2.56 1.06
C -2.57 0.60 3.63 -0.98
C -2.56 -0.75 3.64 -0.98
C -1.94 -1.49 2.58 1.01
C -1.91 -2.90 2.56 -0.65
C -1.31 -3.57 1.52 0.83
C -0.74 -2.79 0.51 -1.04
N -0.73 -1.48 0.50 0.47
C -1.33 -0.81 1.52 -0.74
C -1.26 -5.05 1.45 0.30
C -1.76 -5.96 2.34 -0.41
C -1.53 -7.30 1.95 -0.54
C -0.85 -7.39 0.77 -0.41
S -0.50 -5.85 0.13 -0.10
C -1.94 2.73 2.53 -0.64
H -0.62 8.10 0.13 0.42
H -1.95 8.00 2.40 0.38
H -2.36 5.53 3.16 0.34
H -0.29 3.08 -0.38 0.39
H -3.04 1.15 4.43 0.43
H -3.03 -1.30 4.45 0.43
H -2.38 -3.43 3.37 0.36
H -0.26 -3.26 -0.34 0.37
H -2.29 -5.69 3.24 0.34
H -1.85 -8.16 2.52 0.39
H -0.54 -8.28 0.24 0.42
H -2.41 3.28 3.34 0.37
O -0.81 1.20 -2.60 -0.90
N -1.06 0.79 -3.84 0.34
C -1.21 1.75 -4.79 -0.25
C -1.50 1.44 -6.08 -0.71
C -1.63 0.09 -6.43 -0.14
C -1.46 -0.87 -5.47 -0.81
C -1.18 -0.55 -4.12 0.80
S -1.01 -1.74 -2.90 -0.56
H -1.08 2.75 -4.42 0.43
H -1.61 2.23 -6.81 0.39
H -1.85 -0.20 -7.45 0.37
H -1.55 -1.92 -5.70 0.39
Cl 4.35 -0.07 -4.32 -0.23
C 4.41 -0.09 -2.59 0.28
C 5.66 -0.12 -1.96 -0.61
C 5.76 -0.14 -0.60 0.67
Cl 7.34 -0.18 0.15 -0.28
C 4.60 -0.13 0.20 -0.07
C 4.61 -0.15 1.61 -0.64
C 3.43 -0.13 2.30 -1.11
C 2.22 -0.10 1.58 -0.14
N 2.17 -0.08 0.27 -0.19
C 3.34 -0.10 -0.44 0.02
C 3.21 -0.07 -1.89 0.54
O 2.05 -0.04 -2.43 -0.77
H 6.55 -0.13 -2.56 0.45
H 5.55 -0.17 2.14 0.41
H 3.41 -0.15 3.38 0.42
H 1.28 -0.09 2.11 0.29
```

Results
* E_HOMO: -0.255 hartree
* energy relative to the best compared isomer or geometry (same formula, charge and spin): 0.3534 eV
* total energy: -121631.583 eV

# 3
Below is a structure of composition C34H21BrCl3F2N5O5STi, with properties calculated with wB97M-V/def2-TZVPD.

```
73
Properties=species:S:1:pos:R:3:mulliken_charge:R:1
Ti -0.56 0.12 -0.19 -1.18
N -5.26 4.50 -2.31 -0.57
C -4.62 3.75 -1.34 0.75
C -3.52 4.27 -0.65 -0.69
C -2.87 3.50 0.29 -0.23
C -3.32 2.22 0.58 0.00
C -4.45 1.72 -0.05 -0.51
C -5.09 2.47 -1.01 -0.72
S -2.45 1.26 1.75 1.39
O -1.11 1.82 1.85 -0.63
O -3.24 1.15 2.93 -0.75
N -2.22 -0.17 0.95 -0.02
C -1.71 -1.27 1.64 0.02
N -1.82 -1.40 2.95 -0.54
C -1.21 -2.43 3.51 -0.56
C -0.50 -3.36 2.77 -0.68
C -0.48 -3.16 1.41 0.02
N -1.09 -2.14 0.81 0.09
H -4.75 5.27 -2.71 0.21
H -5.89 4.03 -2.93 0.20
H -3.17 5.27 -0.88 0.33
H -2.00 3.89 0.82 0.54
H -4.82 0.73 0.20 0.44
H -5.97 2.08 -1.52 0.34
H -1.30 -2.52 4.58 0.45
H 0.02 -4.19 3.23 0.47
H 0.02 -3.87 0.75 0.27
F 1.80 5.02 -0.60 -0.37
C 0.91 4.15 -1.10 0.21
C 0.73 2.93 -0.48 -0.64
C -0.17 2.01 -1.00 1.01
C -0.93 2.36 -2.13 0.20
C -0.74 3.61 -2.70 0.31
F -1.50 4.03 -3.73 -0.41
C 0.19 4.52 -2.22 -0.98
C -1.96 1.39 -2.56 0.44
C -2.73 1.46 -3.71 -0.31
C -3.68 0.48 -3.94 -1.10
C -3.85 -0.55 -3.03 -0.95
C -3.02 -0.57 -1.92 -0.74
N -2.11 0.38 -1.69 2.06
H 1.29 2.72 0.42 0.56
H 0.32 5.48 -2.69 0.52
H -2.59 2.26 -4.42 0.64
H -4.29 0.52 -4.84 0.47
H -4.57 -1.33 -3.18 0.54
H -3.09 -1.36 -1.19 0.33
Cl 5.92 1.42 3.51 -0.22
C 4.40 1.01 2.78 0.27
C 3.30 0.77 3.57 -0.83
C 2.09 0.45 2.98 0.83
Cl 0.75 0.18 4.02 -0.18
C 1.93 0.35 1.58 -1.94
O 0.74 0.03 1.02 1.50
C 3.10 0.62 0.82 1.13
Cl 3.05 0.59 -0.90 -0.15
C 4.31 0.94 1.40 -0.74
H 3.37 0.83 4.64 0.48
H 5.17 1.13 0.78 0.46
Br 2.64 -7.21 -0.83 -0.19
C 1.84 -5.56 -1.31 0.11
C 0.72 -5.57 -2.14 -0.59
C 0.13 -4.36 -2.48 -0.67
C 0.63 -3.17 -1.98 0.45
C 1.75 -3.18 -1.16 0.03
C 2.37 -4.38 -0.83 -0.61
C -0.08 -1.89 -2.31 0.02
O -0.84 -1.82 -3.24 -0.63
O 0.21 -0.87 -1.49 -0.48
H 0.33 -6.50 -2.51 0.44
H -0.74 -4.33 -3.12 0.50
H 2.14 -2.25 -0.77 0.28
H 3.24 -4.39 -0.19 0.47
```

Results
* E_HOMO: -0.313 hartree
* energy relative to the best compared isomer or geometry (same formula, charge and spin): 0.6509 eV
* total energy: -200286.365 eV

# 4
Below is a structure of composition C34H21ClN3O2S6Ta, with properties calculated with wB97M-V/def2-TZVPD.

```
68
Properties=species:S:1:pos:R:3:mulliken_charge:R:1
Ta 0.79 -0.30 -0.62 -0.86
S 2.14 -2.19 0.03 -0.05
C 1.38 -2.96 1.44 0.28
C 2.14 -3.46 2.48 -0.65
C 1.53 -4.12 3.54 -0.63
C 0.16 -4.29 3.57 -0.72
C -0.62 -3.79 2.52 -0.39
C -0.01 -3.12 1.48 0.69
S -0.88 -2.45 0.10 -0.07
C -2.24 -1.60 0.93 -0.70
C -2.62 -0.31 0.23 0.11
C -3.87 0.22 0.53 -1.02
C -4.22 1.45 0.00 -0.78
C -3.32 2.08 -0.84 -0.97
C -2.11 1.48 -1.13 0.73
C -1.24 2.16 -2.16 -1.15
S 0.54 1.83 -2.20 0.17
C 1.29 3.14 -1.25 0.28
C 0.98 4.47 -1.48 -0.47
C 1.63 5.47 -0.77 -0.69
C 2.61 5.13 0.14 -0.67
C 2.94 3.80 0.35 -0.65
C 2.28 2.78 -0.33 0.70
S 2.79 1.11 -0.05 -0.22
N -1.76 0.30 -0.58 0.83
H 3.22 -3.33 2.46 0.48
H 2.14 -4.50 4.35 0.38
H -0.32 -4.80 4.39 0.41
H -1.69 -3.94 2.53 0.42
H -1.91 -1.36 1.94 0.27
H -3.11 -2.24 0.99 0.86
H -4.54 -0.32 1.19 0.54
H -5.17 1.90 0.23 0.45
H -3.56 3.04 -1.29 0.53
H -1.39 3.23 -2.11 0.68
H -1.59 1.83 -3.14 0.37
H 0.24 4.74 -2.23 0.44
H 1.39 6.51 -0.95 0.41
H 3.13 5.90 0.70 0.38
H 3.71 3.53 1.07 0.47
S 2.54 -0.62 -2.33 -0.11
C 1.95 -1.80 -3.48 0.71
C 2.84 -2.52 -4.28 -1.15
C 2.37 -3.40 -5.24 0.60
C 3.30 -4.14 -6.04 -0.19
N 4.06 -4.73 -6.67 -0.52
C 0.98 -3.57 -5.41 0.43
C 0.10 -2.86 -4.61 -1.05
C 0.58 -1.98 -3.65 0.88
S -0.53 -1.08 -2.64 -0.39
C 0.47 -4.47 -6.40 -0.20
N 0.02 -5.18 -7.18 -0.52
H 3.90 -2.39 -4.14 0.54
H -0.97 -2.99 -4.75 0.52
Cl -2.28 3.21 6.60 -0.21
C -1.61 2.51 5.16 0.43
C -1.09 1.22 5.21 -0.92
C -0.55 0.67 4.06 -0.20
C -0.54 1.41 2.88 0.26
C -1.06 2.70 2.85 -0.23
C -1.60 3.26 3.99 -0.99
C 0.01 0.81 1.65 1.11
O 0.08 1.47 0.58 0.03
O 0.40 -0.39 1.60 -0.87
H -1.11 0.67 6.14 0.43
H -0.14 -0.33 4.07 0.55
H -1.02 3.26 1.92 0.46
H -2.00 4.26 3.99 0.43
```

Results
* E_HOMO: -0.288 hartree
* energy relative to the best compared isomer or geometry (same formula, charge and spin): 0.7448 eV
* total energy: -123254.613 eV

# 5
Below is a structure of composition C34H22Cl5I2N5OSn, with properties calculated with wB97M-V/def2-TZVPD.

```
70
Properties=species:S:1:pos:R:3:mulliken_charge:R:1
Sn 0.03 -0.11 -0.38 2.86
C 2.55 3.04 2.38 -1.12
C 1.69 3.53 3.35 -0.57
C 0.35 3.20 3.29 -1.07
C -0.11 2.42 2.23 0.41
N 0.74 1.90 1.34 0.61
C 2.02 2.20 1.41 -0.08
C -1.54 2.13 2.02 0.58
C -2.51 2.92 2.64 -1.02
C -3.85 2.63 2.42 -0.89
C -4.18 1.58 1.58 -1.14
C -3.14 0.87 0.96 0.24
N -1.87 1.14 1.20 0.60
C -3.47 -0.14 -0.06 0.71
C -4.63 -0.91 0.00 -1.07
C -4.96 -1.71 -1.08 -0.42
C -4.11 -1.73 -2.18 -1.02
C -2.94 -1.00 -2.11 -0.09
N -2.63 -0.22 -1.09 0.10
H 3.60 3.29 2.38 0.47
H 2.06 4.15 4.16 0.43
H -0.32 3.55 4.06 0.43
H 2.65 1.74 0.66 0.23
H -2.23 3.77 3.24 0.37
H -4.62 3.21 2.90 0.44
H -5.21 1.36 1.36 0.52
H -5.25 -0.92 0.89 0.57
H -5.86 -2.30 -1.07 0.43
H -4.34 -2.31 -3.06 0.42
H -2.22 -1.03 -2.92 0.48
I 0.85 -7.92 1.25 0.01
C 0.12 -5.99 0.75 -0.54
C -0.80 -5.38 1.60 -0.28
C -1.19 -4.10 1.31 0.11
I -2.56 -3.06 2.53 -0.05
C -0.71 -3.37 0.21 -0.91
O -1.09 -2.17 0.01 -0.03
C 0.20 -4.04 -0.65 0.87
C 0.71 -3.31 -1.86 -1.63
N 1.53 -2.15 -1.49 -0.08
C 2.69 -2.52 -0.71 -1.28
C 2.44 -2.40 0.77 0.94
C 2.98 -3.30 1.68 -0.99
C 2.72 -3.14 3.02 -0.54
C 1.91 -2.09 3.42 -1.00
C 1.44 -1.22 2.45 -0.17
N 1.71 -1.37 1.16 0.34
C 0.60 -5.33 -0.36 -0.44
H -1.18 -5.91 2.46 0.41
H 1.28 -4.00 -2.50 0.44
H -0.14 -2.92 -2.43 0.34
H 1.84 -1.69 -2.35 0.27
H 3.03 -3.54 -0.95 0.36
H 3.50 -1.83 -0.95 0.24
H 3.60 -4.12 1.33 0.50
H 3.14 -3.82 3.75 0.43
H 1.64 -1.94 4.46 0.48
H 0.83 -0.37 2.70 0.34
H 1.30 -5.83 -1.03 0.42
Cl -0.98 2.49 -1.66 -0.28
C 0.66 2.57 -2.16 1.53
C 1.51 1.56 -1.72 -1.83
C 2.82 1.71 -2.12 1.03
Cl 3.97 0.53 -1.58 -0.29
C 3.29 2.74 -2.92 -0.67
Cl 4.95 2.86 -3.38 -0.20
C 2.39 3.70 -3.37 0.90
Cl 2.91 4.99 -4.39 -0.20
C 1.06 3.62 -2.98 -0.77
Cl -0.07 4.80 -3.51 -0.20
```

Results
* E_HOMO: -0.246 hartree
* energy relative to the best compared isomer or geometry (same formula, charge and spin): 0.7502 eV
* total energy: -129758.646 eV

# 6
Below is a structure of composition C34H22F6InN7O7S3, with properties calculated with wB97M-V/def2-TZVPD.

```
80
Properties=species:S:1:pos:R:3:mulliken_charge:R:1
In -0.04 -0.26 -0.11 2.18
F -1.28 4.22 2.12 -0.20
C -2.08 3.22 2.49 0.39
F -2.37 3.33 3.77 -0.17
F -3.19 3.25 1.76 -0.19
S -1.18 1.65 2.21 1.34
O -0.77 1.77 0.78 -0.66
O -0.08 1.62 3.15 -0.59
N -2.27 0.56 2.40 -0.58
S -1.89 -0.82 3.14 0.97
O -0.60 -1.29 2.68 -0.63
O -3.03 -1.67 3.08 -0.66
C -1.64 -0.43 4.95 0.56
F -2.24 -1.37 5.66 -0.21
F -2.16 0.75 5.26 -0.22
F -0.35 -0.42 5.23 -0.18
C 2.72 0.09 3.45 -1.15
C 1.85 -0.44 2.49 -0.41
N 1.73 0.09 1.28 0.31
C 2.48 1.17 0.96 -0.29
C 3.35 1.77 1.85 1.09
C 3.44 1.20 3.14 -0.85
C 4.14 2.90 1.44 -0.92
C 4.09 3.34 0.17 -0.99
C 3.23 2.70 -0.80 1.02
C 3.21 3.06 -2.16 -0.80
C 2.40 2.37 -3.03 -1.25
C 1.58 1.36 -2.53 -0.39
N 1.56 1.02 -1.25 0.30
C 2.41 1.66 -0.40 0.04
H 2.77 -0.37 4.43 0.47
H 1.22 -1.29 2.71 0.99
H 4.10 1.66 3.88 0.46
H 4.78 3.38 2.16 0.44
H 4.69 4.18 -0.15 0.44
H 3.84 3.86 -2.51 0.46
H 2.38 2.61 -4.08 0.51
H 0.91 0.82 -3.19 0.76
C 3.10 -3.40 -1.46 -1.20
C 2.29 -4.51 -1.68 -0.41
C 0.93 -4.42 -1.48 -1.37
C 0.37 -3.21 -1.06 0.89
N 1.17 -2.14 -0.87 0.28
C 2.49 -2.24 -1.06 -0.17
C -1.09 -3.00 -0.82 1.00
C -2.00 -4.03 -1.06 -0.81
C -3.36 -3.81 -0.90 -0.94
C -3.81 -2.55 -0.51 -0.83
C -2.91 -1.53 -0.27 -0.23
C -1.54 -1.74 -0.41 0.05
H 4.17 -3.44 -1.61 0.43
H 2.72 -5.45 -2.01 0.44
H 0.30 -5.27 -1.66 0.41
H 3.07 -1.33 -0.89 0.44
H -1.67 -5.01 -1.38 0.36
H -4.06 -4.61 -1.08 0.41
H -4.87 -2.37 -0.39 0.44
H -3.28 -0.56 0.03 0.44
O -1.68 -0.70 -8.69 -0.67
S -2.53 0.30 -9.31 1.20
O -3.93 -0.08 -9.42 -0.68
O -1.97 0.96 -10.47 -0.67
C -2.62 1.61 -8.06 -0.02
N -2.93 2.86 -8.45 -0.48
C -2.99 3.77 -7.49 -0.36
C -2.73 3.50 -6.16 -0.64
C -2.42 2.19 -5.86 0.40
N -2.37 1.25 -6.80 -0.26
C -2.07 1.70 -4.49 0.97
C -2.06 2.52 -3.37 -1.07
C -1.63 2.01 -2.16 -0.73
N -1.24 0.74 -2.01 0.51
C -1.32 -0.07 -3.08 -0.67
C -1.70 0.37 -4.33 -0.52
H -3.25 4.78 -7.80 0.41
H -2.77 4.28 -5.41 0.36
H -2.36 3.56 -3.43 0.33
H -1.58 2.63 -1.28 0.54
H -1.03 -1.10 -2.93 0.33
H -1.73 -0.29 -5.19 0.72
```

Results
* E_HOMO: -0.260 hartree
* total energy: -114362.631 eV

# 7
Below is a structure of composition C34H23GeN4OS3Sc, with properties calculated with wB97M-V/def2-TZVPD.

```
67
Properties=species:S:1:pos:R:3:mulliken_charge:R:1
Sc 1.47 1.81 -0.82 -0.83
S 2.89 3.27 0.71 -0.45
C 3.27 4.12 -0.76 1.06
S 2.47 3.67 -2.23 -0.40
C 4.22 5.13 -0.75 0.15
C 4.60 5.84 -1.94 -0.06
N 4.94 6.42 -2.87 -0.58
C 4.87 5.54 0.46 0.02
N 5.40 5.91 1.41 -0.59
O -1.48 2.42 -2.67 -0.58
C -1.17 2.19 -1.56 0.44
S 0.77 -4.12 -2.16 -0.25
C 1.15 -2.47 -1.85 0.25
C 0.96 -1.44 -2.84 -0.38
C 1.51 -0.21 -2.71 -0.30
N 2.31 0.18 -1.59 -0.21
C 2.51 -0.85 -0.61 -0.57
C 1.96 -2.09 -0.72 -0.66
C 2.30 -4.85 -2.76 0.50
C 2.80 -6.02 -2.21 -0.33
C 4.00 -6.54 -2.69 -0.31
N 4.73 -5.98 -3.65 -0.67
C 4.25 -4.83 -4.15 -0.33
C 3.06 -4.24 -3.75 -0.36
H 0.37 -1.66 -3.73 0.38
H 1.40 0.53 -3.50 0.37
H 3.18 -0.61 0.20 0.36
H 2.18 -2.82 0.05 0.38
H 2.26 -6.53 -1.42 0.35
H 4.40 -7.46 -2.27 0.33
H 4.85 -4.37 -4.93 0.34
H 2.74 -3.30 -4.18 0.36
C -0.73 1.99 -0.36 -0.02
Ge -1.73 1.12 0.98 2.10
C -3.63 1.60 0.80 -0.03
C -4.61 0.69 0.41 -0.22
C -5.93 1.09 0.22 -0.62
C -6.29 2.41 0.42 -0.37
C -5.33 3.34 0.81 -0.63
C -4.01 2.93 0.99 -0.34
C -1.61 -0.82 0.89 -0.04
C -1.35 -1.59 2.03 -0.35
C -1.31 -2.97 1.95 -0.68
C -1.52 -3.61 0.73 -0.42
C -1.75 -2.85 -0.41 -0.85
C -1.80 -1.47 -0.33 0.01
C -1.21 1.72 2.76 -0.33
C -0.04 2.44 2.97 -0.20
C 0.32 2.85 4.25 -0.49
C -0.50 2.55 5.33 -0.38
C -1.68 1.84 5.13 -0.66
C -2.03 1.43 3.85 -0.19
H -4.34 -0.35 0.25 0.31
H -6.67 0.36 -0.09 0.38
H -7.31 2.73 0.26 0.35
H -5.60 4.37 0.96 0.38
H -3.27 3.67 1.29 0.35
H -1.17 -1.10 2.98 0.30
H -1.09 -3.56 2.83 0.35
H -1.46 -4.69 0.66 0.34
H -1.87 -3.34 -1.37 0.53
H -1.95 -0.89 -1.23 0.39
H 0.59 2.71 2.14 0.00
H 1.23 3.42 4.40 0.46
H -0.23 2.88 6.33 0.35
H -2.32 1.60 5.97 0.37
H -2.95 0.88 3.70 0.43
```

Results
* E_HOMO: 0.005 hartree
* energy relative to the best compared isomer or geometry (same formula, charge and spin): 0.7112 eV
* total energy: -153363.254 eV
* net charge: -2

| no. | maximum force (hartree/bohr) | M (g/mol) |
| --- | --- | --- |
| 1 | 0.13276 | 789.86 |
| 2 | 0.02901 | 723.75 |
| 3 | 0.06112 | 883.76 |
| 4 | 0.02883 | 912.36 |
| 5 | 0.02172 | 1066.37 |
| 6 | 0.02101 | 965.60 |
| 7 | 0.02267 | 717.35 |